Here is a single C5H9OP molecule in a non-equilibrium geometry from the Open Molecules 2025 dataset. Energies are from ωB97M-V/def2-TZVPD.

The total charge is 0. Its structure (SMILES) is C[C@@]12CCCP1O2. The energy above the lowest of the compared OMol25 structures with the same formula, charge and spin is 113.4 kJ/mol. The calculation puts the HOMO energy at -9.33 eV. For the LUMO energy, the calculation gives 1.032 eV.

Last column: Mulliken charge in e.
Atoms and positions in Å:
C (-0.6351, -1.4735, 0.3918)  -0.437
C (0.4352, -0.5102, -0.3281)  -0.845
C (-1.2476, -0.6033, 1.4318)  -0.898
C (-0.2347, 0.8055, -0.4379)  1.174
C (0.5110, 1.9454, -1.2050)  -1.334
O (-1.6397, 0.8802, -0.6258)  -0.499
P (-1.3012, 1.1721, 0.9746)  -0.167
H (-1.3994, -1.6823, -0.4644)  0.258
H (-0.0565, -2.3187, 0.8534)  0.305
H (1.2574, -0.5338, 0.4214)  0.249
H (0.8057, -1.0092, -1.1997)  0.366
H (-2.1923, -0.8611, 1.8256)  0.440
H (-0.7091, -0.5161, 2.2602)  0.421
H (1.1593, 2.5858, -0.5245)  0.257
H (-0.1920, 2.6021, -1.6352)  0.422
H (1.1426, 1.6168, -2.0989)  0.289

Atomic forces in eV per Å
0.50 0.51 -2.50
-0.87 -2.33 2.24
-1.94 0.86 -1.76
1.62 2.58 -0.63
1.76 -0.60 0.54
-0.60 -0.47 -1.35
0.22 -0.24 -0.23
1.29 -0.41 1.91
-1.10 0.33 -0.85
-0.14 0.79 -0.67
0.12 0.12 -0.90
-1.39 -0.72 0.06
2.94 -0.18 3.84
-0.61 -0.99 -0.78
-1.10 0.79 -0.32
-0.69 -0.04 1.39